# 1
{"formula": "C27H35N2O", "method": "ωB97M-V/def2-TZVPD", "orbital_gap_ha": 0.165, "charge": 1, "homo_ev": -9.27, "e_tot_ha": -1234.29009, "relative_energy_kj_mol": 0.0, "lumo_energy_ha": -0.1759, "elements": ["C", "C", "C", "N", "C", "C", "O", "C", "C", "H", "H", "H", "H", "H", "H", "H", "H", "H", "H", "H", "H", "H", "C", "C", "C", "C", "C", "N", "C", "C", "C", "C", "C", "C", "C", "C", "C", "C", "C", "C", "C", "C", "C", "H", "H", "H", "H", "H", "H", "H", "H", "H", "H", "H", "H", "H", "H", "H", "H", "H", "H", "H", "H", "H", "H"], "xyz": [[-0.339, 0.522, 2.627], [1.056, 0.711, 2.178], [2.078, -0.123, 2.549], [3.309, 0.266, 2.955], [4.328, -0.787, 2.989], [5.675, -0.293, 3.488], [5.913, 1.053, 3.065], [4.998, 1.956, 3.687], [3.545, 1.661, 3.313], [-0.725, 1.418, 3.135], [-0.999, 0.329, 1.777], [-0.402, -0.328, 3.324], [1.278, 1.638, 1.649], [1.921, -1.209, 2.542], [3.971, -1.607, 3.628], [4.454, -1.187, 1.968], [5.694, -0.389, 4.592], [6.477, -0.879, 3.018], [5.088, 1.909, 4.791], [5.292, 2.948, 3.315], [3.254, 2.310, 2.472], [2.914, 1.943, 4.172], [-4.199, -2.197, -0.412], [-4.037, -0.942, 0.445], [-5.418, -0.389, 0.822], [-3.276, -1.255, 1.726], [-3.277, 0.083, -0.385], [-3.924, 1.158, -0.869], [-3.104, 1.918, -1.696], [-1.856, 1.280, -1.754], [-0.853, 1.852, -2.538], [-1.137, 3.022, -3.259], [-2.389, 3.655, -3.159], [-3.402, 3.094, -2.368], [-1.934, 0.091, -0.893], [-0.858, -0.781, -0.645], [0.041, -1.215, -1.673], [-0.262, -1.111, -3.066], [0.700, -1.372, -4.029], [1.995, -1.756, -3.660], [3.052, -1.883, -4.712], [2.270, -2.005, -2.306], [1.308, -1.775, -1.336], [-3.235, -2.538, -0.806], [-4.639, -3.011, 0.178], [-4.862, -1.993, -1.262], [-5.338, 0.557, 1.371], [-6.064, -0.253, -0.053], [-5.921, -1.105, 1.485], [-3.065, -0.334, 2.282], [-3.888, -1.897, 2.375], [-2.334, -1.775, 1.526], [-4.891, 1.410, -0.687], [0.126, 1.381, -2.591], [-0.371, 3.451, -3.908], [-2.571, 4.583, -3.701], [-4.390, 3.539, -2.262], [-0.731, -1.207, 0.348], [-1.258, -0.795, -3.383], [0.463, -1.261, -5.092], [3.989, -2.249, -4.283], [2.739, -2.573, -5.504], [3.249, -0.914, -5.190], [3.259, -2.378, -2.025], [1.512, -1.972, -0.281]], "nbo_charge": [-0.62, -0.39, 0.07, -0.41, -0.23, -0.08, -0.51, -0.08, -0.23, 0.22, 0.17, 0.21, 0.20, 0.17, 0.20, 0.18, 0.17, 0.21, 0.17, 0.21, 0.19, 0.20, -0.59, -0.12, -0.62, -0.60, 0.37, -0.50, 0.18, -0.10, -0.18, -0.20, -0.19, -0.24, -0.16, 0.06, -0.10, -0.14, -0.23, 0.10, -0.65, -0.24, -0.11, 0.21, 0.23, 0.22, 0.22, 0.21, 0.24, 0.23, 0.23, 0.21, 0.44, 0.23, 0.23, 0.23, 0.23, 0.23, 0.23, 0.23, 0.23, 0.24, 0.24, 0.23, 0.23]}

***

# 2
{"formula": "C27H35N2O3", "method": "ωB97M-V/def2-TZVPD", "orbital_gap_ha": 0.319, "charge": 1, "homo_ev": -11.61, "e_tot_ha": -1384.93382, "relative_energy_kj_mol": 0.0, "smiles": "COc1ccc(-c2n(C)c3ccccc3[n+]2CC(=O)O[C@@H]2C[C@H](C)CC[C@H]2C(C)C)cc1", "lumo_energy_ha": -0.1072, "elements": ["C", "H", "H", "H", "O", "C", "C", "C", "C", "C", "C", "H", "H", "C", "N", "C", "C", "C", "C", "C", "C", "N", "C", "H", "H", "C", "O", "O", "C", "C", "C", "C", "H", "H", "H", "C", "C", "H", "H", "C", "H", "C", "C", "H", "H", "H", "C", "H", "H", "H", "H", "H", "H", "H", "H", "H", "H", "H", "H", "H", "H", "C", "H", "H", "H", "H", "H"], "xyz": [[3.052, -4.709, 4.473], [3.728, -4.855, 5.313], [2.380, -5.568, 4.396], [3.634, -4.611, 3.553], [2.340, -3.522, 4.762], [1.415, -3.077, 3.906], [0.756, -1.894, 4.276], [-0.225, -1.356, 3.481], [-0.573, -1.972, 2.272], [0.092, -3.140, 1.895], [1.065, -3.693, 2.701], [1.545, -4.607, 2.389], [-0.186, -3.648, 0.982], [-1.609, -1.403, 1.429], [-2.843, -1.075, 1.839], [-3.540, -0.559, 0.765], [-4.830, -0.060, 0.649], [-5.208, 0.408, -0.594], [-4.337, 0.383, -1.685], [-3.054, -0.116, -1.579], [-2.668, -0.594, -0.335], [-1.486, -1.151, 0.114], [-0.264, -1.091, -0.640], [-0.410, -1.483, -1.647], [0.519, -1.660, -0.134], [0.177, 0.392, -0.701], [-0.081, 1.153, 0.193], [0.820, 0.642, -1.809], [1.297, 1.996, -2.030], [0.192, 2.790, -2.722], [0.656, 4.216, -3.023], [-0.445, 4.997, -3.734], [-0.693, 4.529, -4.684], [-0.119, 6.015, -3.930], [-1.344, 5.037, -3.124], [1.931, 4.165, -3.863], [3.020, 3.367, -3.153], [3.919, 3.354, -3.769], [3.261, 3.858, -2.209], [2.563, 1.931, -2.886], [2.280, 1.475, -3.842], [3.646, 1.028, -2.259], [4.261, 1.602, -0.985], [3.503, 1.837, -0.242], [4.830, 2.502, -1.200], [4.942, 0.873, -0.549], [4.747, 0.717, -3.272], [5.316, 1.610, -3.515], [5.436, -0.016, -2.859], [4.328, 0.312, -4.190], [3.154, 0.081, -2.005], [2.285, 5.179, -4.051], [1.709, 3.706, -4.829], [0.882, 4.713, -2.073], [-0.072, 2.287, -3.655], [-0.692, 2.810, -2.081], [1.507, 2.438, -1.051], [-2.385, -0.126, -2.424], [-4.676, 0.768, -2.633], [-6.201, 0.808, -0.727], [-5.504, -0.029, 1.489], [-3.403, -1.262, 3.150], [-4.394, -1.708, 3.058], [-2.764, -1.922, 3.734], [-3.497, -0.304, 3.664], [-0.700, -0.431, 3.768], [1.043, -1.421, 5.201]], "nbo_charge": [-0.26, 0.22, 0.19, 0.19, -0.46, 0.36, -0.25, -0.14, -0.22, -0.09, -0.32, 0.24, 0.22, 0.52, -0.31, 0.18, -0.24, -0.18, -0.18, -0.21, 0.11, -0.30, -0.32, 0.25, 0.26, 0.80, -0.59, -0.50, 0.10, -0.41, -0.21, -0.60, 0.20, 0.22, 0.21, -0.39, -0.41, 0.22, 0.20, -0.23, 0.20, -0.19, -0.62, 0.20, 0.21, 0.22, -0.61, 0.21, 0.21, 0.21, 0.19, 0.22, 0.20, 0.20, 0.20, 0.21, 0.21, 0.23, 0.23, 0.24, 0.24, -0.42, 0.23, 0.24, 0.23, 0.23, 0.24]}

***

# 3
{"formula": "C27H35N3O5", "method": "ωB97M-V/def2-TZVPD", "orbital_gap_ha": 0.322, "homo_ev": -8.10, "e_tot_ha": -1590.27895, "relative_energy_kj_mol": 269.2, "smiles": "COc1cccc(CN2CCC(C(=O)N3CCN(Cc4ccc5c(c4)OCO5)CC3)CC2)c1OC", "lumo_energy_ha": 0.0245, "elements": ["C", "O", "C", "C", "C", "C", "C", "C", "O", "C", "H", "H", "H", "C", "N", "C", "C", "H", "H", "C", "C", "O", "N", "C", "H", "C", "N", "C", "C", "H", "H", "H", "H", "C", "C", "C", "C", "C", "C", "C", "H", "O", "C", "O", "H", "H", "H", "H", "H", "H", "H", "H", "H", "C", "C", "H", "H", "H", "H", "H", "H", "H", "H", "H", "H", "H", "H", "H", "H", "H"], "xyz": [[-1.620, 9.380, 0.984], [-1.835, 8.798, 2.251], [-1.506, 7.499, 2.491], [-1.428, 7.172, 3.847], [-1.079, 5.904, 4.253], [-0.783, 4.936, 3.310], [-0.878, 5.221, 1.956], [-1.257, 6.502, 1.537], [-1.342, 6.777, 0.179], [-2.559, 6.358, -0.413], [-3.412, 6.898, 0.017], [-2.710, 5.283, -0.281], [-2.474, 6.599, -1.472], [-0.545, 4.160, 0.939], [-1.737, 3.456, 0.469], [-2.434, 2.698, 1.493], [-1.720, 1.407, 1.903], [-0.759, 1.630, 2.369], [-2.324, 0.871, 2.636], [-1.480, 0.520, 0.678], [-0.634, -0.685, 1.076], [0.132, -0.631, 2.022], [-0.762, -1.819, 0.345], [-1.495, -2.022, -0.881], [-2.157, -2.886, -0.747], [-0.523, -2.330, -2.025], [0.248, -3.510, -1.694], [1.014, -3.273, -0.483], [0.059, -2.969, 0.668], [-0.593, -3.832, 0.836], [0.612, -2.741, 1.580], [1.713, -2.426, -0.608], [1.591, -4.170, -0.255], [1.089, -3.956, -2.792], [1.652, -5.326, -2.522], [0.824, -6.315, -2.011], [1.285, -7.601, -1.750], [2.605, -7.860, -2.030], [3.444, -6.873, -2.547], [2.994, -5.600, -2.796], [3.656, -4.847, -3.191], [4.699, -7.392, -2.731], [4.624, -8.739, -2.315], [3.313, -9.024, -1.877], [4.883, -9.400, -3.157], [5.334, -8.910, -1.489], [0.641, -8.366, -1.350], [-0.204, -6.065, -1.802], [0.462, -4.003, -3.689], [1.911, -3.247, -2.993], [0.127, -1.451, -2.198], [-1.092, -2.523, -2.938], [-2.097, -1.153, -1.137], [-0.731, 1.332, -0.387], [-1.495, 2.626, -0.693], [-2.474, 2.369, -1.115], [-0.951, 3.215, -1.437], [0.267, 1.571, -0.014], [-0.616, 0.754, -1.307], [-2.451, 0.202, 0.288], [-3.422, 2.450, 1.088], [-2.579, 3.344, 2.361], [-0.098, 4.644, 0.065], [0.200, 3.481, 1.378], [-0.470, 3.952, 3.626], [-1.018, 5.673, 5.306], [-1.644, 7.952, 4.560], [-1.669, 10.457, 1.152], [-0.642, 9.115, 0.579], [-2.395, 9.097, 0.267]], "nbo_charge": [-0.24, -0.50, 0.26, -0.25, -0.20, -0.23, -0.07, 0.27, -0.55, -0.27, 0.16, 0.22, 0.19, -0.25, -0.45, -0.23, -0.41, 0.22, 0.22, -0.32, 0.71, -0.64, -0.45, -0.21, 0.20, -0.23, -0.44, -0.24, -0.23, 0.19, 0.25, 0.17, 0.22, -0.23, -0.04, -0.21, -0.25, 0.21, 0.30, -0.28, 0.22, -0.49, 0.24, -0.48, 0.16, 0.16, 0.23, 0.23, 0.21, 0.17, 0.16, 0.20, 0.21, -0.41, -0.21, 0.19, 0.20, 0.21, 0.20, 0.20, 0.19, 0.22, 0.22, 0.18, 0.21, 0.21, 0.22, 0.19, 0.19, 0.17]}

***

# 4
{"formula": "C27H35N5O3P2Sn", "method": "ωB97M-V/def2-TZVPD", "orbital_gap_ha": [0.069, 0.111], "charge": 2, "homo_ev": [-11.98, -11.98], "e_tot_ha": -2445.46145, "relative_energy_kj_mol": 0.0, "lumo_energy_ha": [-0.3710, -0.3297], "elements": ["Sn", "C", "C", "C", "C", "C", "C", "C", "C", "C", "H", "H", "H", "H", "H", "H", "H", "H", "H", "H", "H", "H", "H", "H", "H", "P", "P", "N", "N", "N", "N", "C", "C", "C", "C", "C", "C", "C", "C", "C", "C", "C", "C", "C", "C", "C", "C", "C", "C", "H", "H", "H", "H", "H", "H", "H", "H", "H", "H", "H", "H", "H", "H", "H", "H", "H", "H", "H", "H", "O", "N", "O", "O"], "xyz": [[-0.891, 1.461, -2.009], [1.462, 0.160, 2.239], [2.506, 0.488, 1.469], [3.468, -0.431, 0.780], [3.043, -1.145, -0.533], [1.802, -1.999, -0.501], [1.120, -2.417, 0.576], [1.612, -2.406, 1.991], [1.091, -1.191, 2.779], [-1.388, -0.670, -2.262], [0.824, 0.977, 2.609], [2.721, 1.554, 1.317], [3.918, -1.164, 1.463], [4.258, 0.255, 0.454], [2.875, -0.367, -1.299], [3.914, -1.727, -0.916], [1.386, -2.207, -1.494], [0.084, -2.770, 0.457], [2.700, -2.473, 2.075], [1.230, -3.306, 2.506], [-0.002, -1.271, 2.850], [1.500, -1.230, 3.802], [-2.448, -0.767, -2.004], [-0.782, -1.289, -1.575], [-1.209, -0.932, -3.312], [7.289, -2.843, -2.949], [7.964, -0.029, -1.461], [6.984, -4.510, -2.459], [8.000, -3.310, -4.526], [8.036, -0.435, 0.263], [8.907, 1.448, -1.307], [8.901, -2.648, -2.026], [9.342, -1.172, -1.952], [5.779, -4.881, -1.838], [5.882, -6.208, -1.437], [7.188, -6.670, -1.808], [7.850, -5.607, -2.410], [7.440, -2.878, -5.737], [8.236, -3.331, -6.786], [9.322, -4.067, -6.212], [9.164, -4.023, -4.831], [6.850, -0.582, 0.985], [7.149, -1.007, 2.272], [8.569, -1.157, 2.343], [9.085, -0.822, 1.097], [10.021, 1.752, -0.513], [10.575, 2.943, -0.961], [9.790, 3.390, -2.076], [8.782, 2.462, -2.275], [9.696, -3.235, -2.512], [8.743, -3.070, -1.017], [10.197, -1.081, -1.265], [9.672, -0.818, -2.944], [4.980, -4.158, -1.753], [5.120, -6.779, -0.931], [7.593, -7.661, -1.657], [8.852, -5.557, -2.803], [6.536, -2.287, -5.726], [8.069, -3.144, -7.837], [10.126, -4.561, -6.740], [9.805, -4.429, -4.065], [5.919, -0.379, 0.483], [6.427, -1.196, 3.056], [9.144, -1.482, 3.202], [10.106, -0.832, 0.749], [10.327, 1.117, 0.303], [11.439, 3.437, -0.540], [9.952, 4.285, -2.657], [7.983, 2.403, -3.002], [-2.664, 0.888, 1.523], [-2.302, 1.137, 0.395], [-3.042, 1.246, -0.625], [-0.954, 1.275, 0.144]], "mulliken_charge": [1.18, -0.72, -0.62, -0.39, 0.06, -0.51, -0.43, -0.88, -0.72, -0.87, 0.48, 0.43, 0.27, 0.64, 0.23, -0.10, 0.71, 0.38, 0.36, 0.40, 0.35, 0.38, 0.42, 0.16, 0.44, 0.01, -0.24, 0.35, 0.25, 0.39, 0.33, -0.62, -1.16, -0.33, -0.63, -0.64, -0.12, -0.16, -0.56, -0.73, 0.19, -0.14, -0.39, -1.17, -0.12, -0.10, -0.61, -0.56, -0.40, 0.47, 0.49, 0.45, 0.51, 0.34, 0.43, 0.45, 0.23, 0.46, 0.44, 0.47, 0.42, -0.18, 0.48, 0.46, 0.46, 0.30, 0.45, 0.42, 0.35, -0.43, 1.18, -0.63, -0.49]}

***

Number 1 is which compound? C27H35N2O